Below is a structure of composition C26H18CoF3N4O5S2 in a non-equilibrium geometry, with properties calculated with the ωB97M-V functional and the def2-TZVPD basis.

Summary:
- energy above the lowest of the compared OMol25 structures with the same formula, charge and spin (kcal per mole) = 19.5
- spin multiplicity = 2
- <S²> = 0.764
- total charge = -1
- Kohn-Sham gap (spin up / spin down) (eV) = 5.551 / 5.579

CARTESIAN COORDINATES (ANGSTROEM)
1 Co -0.541 1.022 -2.520
2 C -1.357 -4.587 3.947
3 O -0.206 -4.579 3.134
4 C 0.674 -3.546 3.315
5 C 1.507 -3.238 2.239
6 C 2.357 -2.162 2.307
7 C 2.396 -1.341 3.458
8 C 1.643 -1.737 4.574
9 C 0.777 -2.813 4.494
10 N 3.079 -0.154 3.519
11 N 3.614 0.340 2.448
12 C 3.011 0.615 1.294
13 C 3.826 0.828 0.157
14 C 3.310 0.938 -1.112
15 C 1.921 0.909 -1.343
16 O 1.399 0.979 -2.516
17 C 1.060 0.858 -0.188
18 N -0.262 0.985 -0.440
19 C -1.111 0.973 0.562
20 C -0.700 0.853 1.889
21 C 0.643 0.728 2.168
22 C 1.570 0.716 1.121
23 H -2.050 -5.290 3.488
24 H -1.819 -3.596 3.985
25 H -1.139 -4.922 4.967
26 H 1.440 -3.837 1.340
27 H 2.994 -1.923 1.467
28 H 1.715 -1.154 5.483
29 H 0.178 -3.075 5.356
30 H 4.898 0.824 0.308
31 H 3.965 1.017 -1.969
32 H -2.158 1.103 0.309
33 H -1.433 0.864 2.685
34 H 0.980 0.664 3.192
35 S -4.590 2.632 -2.438
36 C -4.757 0.918 -2.479
37 C -3.560 0.270 -2.544
38 C -2.437 1.147 -2.573
39 C -2.858 2.456 -2.506
40 C -1.854 3.478 -2.479
41 C -2.054 4.855 -2.366
42 C -0.966 5.701 -2.364
43 C 0.309 5.150 -2.453
44 C 0.439 3.778 -2.545
45 N -0.602 2.945 -2.565
46 H -5.747 0.490 -2.460
47 H -3.473 -0.807 -2.563
48 H -3.066 5.230 -2.281
49 H -1.097 6.774 -2.303
50 H 1.190 5.775 -2.452
51 H 1.416 3.318 -2.608
52 F -0.269 -4.549 -2.497
53 C -0.808 -3.354 -2.778
54 F -1.200 -3.390 -4.064
55 F -1.921 -3.230 -2.029
56 S 0.330 -1.899 -2.467
57 O 1.481 -2.179 -3.273
58 O 0.501 -1.913 -1.041
59 O -0.587 -0.862 -2.990

Below is a structure of composition C26H19Cl5N2O2SSr, with properties calculated with the ωB97M-V functional and the def2-TZVPD basis.

Summary:
- energy above the lowest of the compared OMol25 structures with the same formula, charge and spin (kcal per mole) = 5.2
- spin multiplicity = 1
- Kohn-Sham gap (eV) = 6.682

CARTESIAN COORDINATES (ANGSTROEM)
1 Sr -2.842 -0.322 -1.378
2 Cl -3.904 2.391 1.550
3 C -3.042 3.120 0.206
4 C -2.640 2.290 -0.822
5 C -1.975 2.928 -1.849
6 Cl -1.450 1.923 -3.205
7 C -1.694 4.290 -1.895
8 Cl -0.852 4.998 -3.221
9 C -2.119 5.078 -0.828
10 Cl -1.799 6.771 -0.823
11 C -2.805 4.492 0.236
12 Cl -3.341 5.468 1.555
13 S -5.877 -0.491 -1.868
14 C -5.901 -0.454 -0.171
15 N -6.609 0.523 0.461
16 C -6.681 0.691 1.800
17 C -6.011 -0.146 2.633
18 C -5.249 -1.174 2.053
19 C -5.204 -1.333 0.693
20 H -7.076 1.180 -0.151
21 H -7.275 1.523 2.147
22 H -6.057 -0.006 3.702
23 H -4.687 -1.851 2.684
24 H -4.637 -2.147 0.262
25 C 6.426 0.971 -0.215
26 C 5.491 0.107 -1.021
27 C 5.903 -0.403 -2.247
28 C 5.054 -1.187 -3.014
29 C 3.789 -1.488 -2.541
30 C 3.362 -0.986 -1.316
31 N 2.045 -1.284 -0.883
32 C 1.732 -2.081 0.191
33 C 2.744 -2.665 0.970
34 C 2.436 -3.442 2.070
35 C 1.114 -3.671 2.440
36 C 0.111 -3.111 1.675
37 C 0.390 -2.326 0.557
38 C -0.756 -1.781 -0.206
39 O -1.937 -1.893 0.260
40 O -0.561 -1.192 -1.318
41 C 4.201 -0.167 -0.551
42 C 3.726 0.425 0.749
43 H 7.415 1.000 -0.671
44 H 6.532 0.600 0.806
45 H 6.058 1.997 -0.148
46 H 6.901 -0.179 -2.605
47 H 5.385 -1.575 -3.969
48 H 3.116 -2.120 -3.108
49 H 1.268 -1.081 -1.499
50 H 3.776 -2.512 0.685
51 H 3.242 -3.883 2.644
52 H 0.878 -4.278 3.303
53 H -0.930 -3.267 1.923
54 H 2.640 0.418 0.803
55 H 4.072 1.453 0.859
56 H 4.101 -0.140 1.606

Below is a structure of composition C26H19ClIN3OPPt, with properties calculated with the ωB97M-V functional and the def2-TZVPD basis.

Summary:
- energy above the lowest of the compared OMol25 structures with the same formula, charge and spin (kcal per mole) = 0.0
- spin multiplicity = 3
- <S²> = 2.036
- total charge = +1
- Kohn-Sham gap (spin up / spin down) (eV) = 5.805 / 6.756

CARTESIAN COORDINATES (ANGSTROEM)
1 Pt -0.202 0.082 -0.032
2 Cl 3.667 5.670 -0.136
3 C 3.106 4.063 -0.041
4 C 4.064 3.033 0.075
5 C 3.670 1.734 0.110
6 I 5.022 0.159 0.233
7 C 2.261 1.405 0.043
8 O 1.848 0.189 0.011
9 C 1.310 2.459 0.001
10 N -0.003 2.068 0.023
11 C -0.964 3.053 -0.079
12 C -0.643 4.368 -0.190
13 C 0.707 4.789 -0.182
14 C 1.702 3.811 -0.076
15 H 5.111 3.298 0.124
16 H -1.990 2.719 -0.043
17 H -1.437 5.096 -0.270
18 H 0.963 5.834 -0.255
19 N -2.519 -1.871 -0.265
20 P -2.420 -0.234 0.192
21 C -2.698 -0.182 1.989
22 C -3.134 1.015 2.556
23 C -3.279 1.120 3.929
24 C -2.996 0.027 4.738
25 C -2.563 -1.165 4.176
26 C -2.403 -1.270 2.803
27 C -3.981 0.394 -0.473
28 C -5.145 -0.164 0.061
29 C -6.378 0.228 -0.427
30 C -6.452 1.188 -1.431
31 C -5.297 1.747 -1.953
32 C -4.054 1.348 -1.480
33 C -1.369 -2.605 -0.449
34 C -1.402 -3.948 -0.814
35 C -0.214 -4.638 -0.938
36 C 0.982 -3.974 -0.673
37 C 0.944 -2.648 -0.324
38 N -0.209 -1.955 -0.234
39 H -3.391 -2.285 -0.549
40 H -3.377 1.858 1.920
41 H -3.618 2.048 4.369
42 H -3.121 0.104 5.809
43 H -2.349 -2.015 4.811
44 H -2.058 -2.200 2.366
45 H -5.079 -0.885 0.868
46 H -7.280 -0.207 -0.018
47 H -7.419 1.501 -1.802
48 H -5.361 2.494 -2.733
49 H -3.147 1.771 -1.896
50 H -2.356 -4.428 -0.979
51 H -0.223 -5.681 -1.220
52 H 1.929 -4.488 -0.742
53 H 1.848 -2.097 -0.105

Below is a structure of composition C26H19F3N3OPmSSb in a non-equilibrium geometry, with properties calculated with the ωB97M-V functional and the def2-TZVPD basis.

Summary:
- spin multiplicity = 5
- <S²> = 6.006
- total charge = +1
- Kohn-Sham gap (spin up / spin down) (eV) = 6.086 / 6.221

CARTESIAN COORDINATES (ANGSTROEM)
1 Pm 0.533 0.286 -1.331
2 N 2.188 0.884 -5.664
3 C 1.524 0.595 -4.533
4 S 1.883 -0.748 -3.504
5 N 0.521 1.515 -4.329
6 N -0.377 1.292 -3.396
7 C -1.606 1.766 -3.605
8 C -2.754 1.285 -2.924
9 C -3.908 1.132 -3.703
10 C -5.032 0.466 -3.270
11 C -5.104 0.124 -1.873
12 C -3.969 0.322 -1.043
13 C -2.721 0.665 -1.637
14 O -1.592 0.512 -0.978
15 H 3.012 0.320 -5.863
16 H 2.038 1.730 -6.193
17 H -1.798 2.408 -4.507
18 H -3.863 1.475 -4.731
19 H -5.868 0.192 -3.949
20 H -6.073 -0.206 -1.545
21 H -4.057 0.169 0.033
22 F 1.526 -0.530 7.783
23 C 1.651 -0.652 6.440
24 C 1.802 -1.926 5.915
25 C 2.096 -2.042 4.515
26 C 2.214 -0.905 3.695
27 C 1.968 0.349 4.282
28 C 1.753 0.477 5.632
29 Sb 2.750 -1.345 1.643
30 C 0.973 -2.296 0.879
31 C 0.000 -2.858 1.645
32 C -1.330 -3.083 1.190
33 C -1.507 -2.858 -0.187
34 F -2.794 -2.891 -0.666
35 C -0.460 -2.508 -1.040
36 C 0.830 -2.291 -0.522
37 C 2.204 0.609 0.886
38 C 3.133 1.494 0.286
39 C 2.626 2.735 -0.114
40 C 1.370 3.094 0.211
41 F 0.937 4.420 0.000
42 C 0.433 2.300 0.816
43 C 0.941 1.040 1.227
44 H 1.816 -2.842 6.522
45 H 2.182 -3.085 4.105
46 H 1.969 1.283 3.651
47 H 1.734 1.452 6.117
48 H 0.166 -2.999 2.707
49 H -2.141 -3.307 1.944
50 H -0.606 -2.312 -2.120
51 H 1.668 -2.326 -1.198
52 H 4.163 1.167 0.017
53 H 3.240 3.471 -0.651
54 H -0.589 2.584 1.116
55 H 0.304 0.399 1.821